73
Properties=species:S:1:pos:R:3:forces:R:3 method="wB97M-V/def2-TZVPD" total_charge=+2 e_tot_ev=-154814.96730 s_squared=8.7660 gap_ev="8.42 / 5.25" spin_multiplicity=6 homo_ev="-13.7 / -13.7"
Ru -0.335411 0.010520 0.773229 0.16 -0.19 -0.03
Ge -1.445448 1.735889 -0.977959 0.02 -0.04 -0.02
Ge -0.035711 2.676191 1.528706 -0.01 0.01 -0.03
O -1.498640 -1.630991 0.246681 0.03 0.04 -0.03
O 0.747013 -1.121122 -0.603373 -0.06 0.13 0.09
N -0.911504 -2.613592 -0.352033 -0.04 0.06 0.03
N 0.230500 -2.320800 -0.794126 0.06 -0.07 -0.07
N 0.707832 -0.755779 2.526362 -0.10 0.01 -0.02
C 0.338020 -4.354956 -2.140577 -0.02 -0.03 -0.01
C 1.910142 2.425959 1.406624 -0.05 -0.01 0.02
C -0.072206 5.806171 2.080196 0.02 -0.03 0.03
C -0.228547 2.658195 4.435285 -0.04 -0.03 -0.02
C -1.153485 7.849465 0.570426 -0.01 -0.02 -0.01
C -0.814829 4.094371 0.446136 0.04 0.05 0.04
C -0.577725 1.135387 -2.620118 -0.04 0.00 0.04
C 2.694334 3.575108 2.061442 0.03 0.01 -0.04
C 2.358908 -3.079107 -1.679208 0.02 0.02 0.00
C 1.092552 -5.264697 -2.861017 0.00 0.01 0.00
C 1.158362 -1.361620 3.396096 0.03 0.00 0.05
C -1.259994 6.542199 0.132320 0.00 0.02 0.00
C -0.715355 5.498828 0.883985 -0.03 -0.05 -0.07
C 1.714054 -2.101936 4.476438 -0.03 0.04 -0.06
C 3.093983 -4.000198 -2.408085 -0.01 -0.02 -0.01
C 0.994775 -3.281329 -1.559102 -0.03 0.04 0.04
C -0.505342 8.138724 1.765990 0.01 -0.01 0.02
C -1.001009 2.218509 3.183551 0.07 0.02 0.06
C -1.027757 2.022916 -3.787742 0.02 -0.03 -0.02
C -1.402290 3.632069 -0.664246 -0.03 0.02 -0.03
C -4.281823 1.826734 -0.969203 0.01 -0.02 -0.01
C 3.602398 -2.692164 5.819684 -0.01 0.00 0.00
C 3.074377 -1.966860 4.769443 0.02 0.00 0.01
C -3.160626 0.877624 -0.516258 -0.09 0.01 0.04
C 0.037185 7.113644 2.525558 -0.01 0.02 -0.01
C 2.464317 -5.089297 -2.994490 0.01 0.01 0.00
C 1.430515 -3.662852 6.265774 0.01 0.00 -0.01
C 0.883626 -2.947754 5.217798 -0.01 -0.02 0.01
C 2.782666 -3.534417 6.562961 0.00 0.00 0.00
H 0.804940 -4.322166 6.850680 0.00 0.00 0.00
H 2.830509 -2.224196 -1.218045 0.00 -0.01 0.00
H 2.510526 4.522785 1.557728 -0.01 0.01 0.01
H 0.541685 7.332636 3.456694 0.00 0.00 0.00
H -5.247695 1.353914 -0.790148 -0.01 0.01 0.00
H 2.452221 3.694372 3.117663 -0.01 -0.01 0.00
H 2.175352 1.470213 1.860754 0.01 0.01 0.01
H 3.698656 -1.308496 4.180531 0.00 0.00 0.00
H -0.730929 -4.472703 -2.038386 0.01 -0.01 0.00
H -2.108253 1.991866 -3.936073 0.00 -0.01 0.00
H -1.577666 8.649587 -0.020647 0.00 0.00 0.00
H -4.261811 2.768656 -0.421622 0.00 0.00 0.01
H -0.100220 3.739186 4.472152 0.01 0.00 0.01
H 2.143235 2.368784 0.341362 0.04 -0.02 0.01
H -3.254684 0.671091 0.552575 0.01 0.01 0.00
H -0.852668 0.090676 -2.771870 0.02 0.00 -0.03
H -0.785103 2.364684 5.325316 0.01 0.02 0.01
H -1.770365 6.338100 -0.799591 0.00 0.01 0.00
H -1.191338 1.144100 3.237450 -0.04 0.00 0.00
H 3.203582 -4.098464 7.384437 0.00 0.00 0.00
H -0.564232 1.679122 -4.712204 0.00 0.01 0.00
H -1.970512 2.712856 3.105816 0.00 0.00 0.02
H 0.363417 5.013059 2.684448 0.00 0.00 0.01
H 0.756206 2.192152 4.493419 0.01 -0.01 -0.01
H 0.603917 -6.108616 -3.327426 0.00 0.00 0.00
H 3.043658 -5.803328 -3.563494 0.00 0.00 0.00
H -1.865868 4.301235 -1.385307 0.00 0.01 0.01
H 0.504097 1.173379 -2.488540 0.00 0.01 -0.02
H 3.761066 3.362732 1.988974 0.00 0.01 0.01
H -3.195369 -0.082746 -1.029826 0.01 0.01 -0.01
H -0.733692 3.062273 -3.640002 0.00 0.00 0.00
H 4.160891 -3.864855 -2.517199 0.00 0.00 0.00
H 4.652226 -2.602905 6.060745 0.00 0.00 0.00
H -0.165626 -3.039127 4.971608 0.00 0.00 0.00
H -0.425328 9.163135 2.103213 0.00 0.00 0.00
H -4.220379 2.052398 -2.035119 0.00 -0.01 0.00